61
Properties=species:S:1:pos:R:3:nbo_charge:R:1 method="wB97M-V/def2-TZVPD" max_force_ev_per_a=8.3 smiles="C[N+](=O)[O-].C[N+](=O)[O-].O=S1(=O)OCCO1.O=C1CCCO1.O=C1CCCO1.O=C1CCCO1" e_homo_ev=-9.86
C 9.2123 0.0357 1.7471 -0.49
N 9.9349 -0.9606 0.8515 0.52
O 9.3592 -1.9208 0.3548 -0.36
O 11.0756 -0.5916 0.5692 -0.38
H 8.2413 0.2326 1.2926 0.23
H 9.6805 1.0179 1.8107 0.24
H 9.0557 -0.5110 2.6770 0.23
C -6.5182 6.6844 -5.9951 -0.49
N -6.0877 5.5690 -5.1109 0.51
O -5.0556 5.7163 -4.4380 -0.34
O -6.7782 4.4824 -5.2471 -0.40
H -7.5382 6.9137 -5.6868 0.24
H -6.6632 6.1852 -6.9532 0.24
H -5.8368 7.5286 -6.1011 0.24
O -0.6417 -7.2207 6.6134 -0.86
S -1.2787 -5.9578 6.0785 2.47
O -2.6780 -5.9663 5.8296 -0.87
O -0.6804 -4.6774 6.9526 -0.67
C -0.3994 -3.5941 6.1582 -0.11
C 0.0965 -4.1922 4.8672 -0.10
O -0.5794 -5.4617 4.7355 -0.69
H -1.3592 -3.0861 6.0643 0.19
H 0.2550 -3.0459 6.8360 0.22
H 1.1660 -4.3679 4.7513 0.21
H -0.3426 -3.5612 4.0945 0.21
O 2.3616 0.2424 -2.0586 -0.61
C 1.4090 0.9419 -1.5954 0.78
C 1.4300 1.6620 -0.2576 -0.52
C 0.5493 2.8347 -0.5346 -0.43
C -0.4138 2.2745 -1.6006 -0.09
O 0.4369 1.2972 -2.2660 -0.44
H 1.0422 1.0321 0.5430 0.23
H 2.4556 2.0123 -0.1412 0.24
H -0.0530 3.1263 0.3258 0.22
H 1.2454 3.6060 -0.8642 0.22
H -1.4314 2.1115 -1.2455 0.21
H -0.6759 3.0767 -2.2905 0.20
O -4.5910 7.4836 3.0310 -0.58
C -5.2518 6.4554 2.7439 0.78
C -5.5791 6.0293 1.4085 -0.53
C -6.4969 4.8067 1.6925 -0.43
C -6.4106 4.4961 3.1339 -0.06
O -5.7469 5.5950 3.6300 -0.47
H -5.9326 6.7617 0.6828 0.25
H -4.7059 5.5833 0.9323 0.24
H -7.4483 5.2767 1.4433 0.22
H -6.2709 3.8797 1.1655 0.22
H -7.3421 4.3980 3.6914 0.19
H -5.9344 3.5176 3.1971 0.17
O 1.9029 -6.7786 -2.3334 -0.60
C 2.7668 -6.6570 -3.2055 0.80
C 4.2461 -6.2950 -2.9101 -0.54
C 4.9601 -6.3693 -4.2340 -0.45
C 3.7574 -6.6209 -5.2616 -0.06
O 2.6036 -6.7994 -4.4721 -0.47
H 4.2920 -5.4129 -2.2714 0.25
H 4.5136 -7.1086 -2.2359 0.24
H 5.4075 -5.3984 -4.4468 0.22
H 5.8075 -7.0468 -4.3386 0.22
H 3.6187 -5.7597 -5.9152 0.19
H 3.8387 -7.5047 -5.8944 0.19

56
Properties=species:S:1:pos:R:3:nbo_charge:R:1 method="wB97M-V/def2-TZVPD" max_force_ev_per_a=2.3 smiles="C=CC[C@@]1(CCOCC)[C@H](OCCOCC)C(=O)N[C@@]1(N=C=O)PP(=O)(O)O" e_homo_ev=-9.14
C -4.1911 -1.8900 0.4134 -0.39
C -2.9401 -1.5017 0.7100 -0.19
C -1.8295 -1.3022 -0.3106 -0.47
C -1.1234 0.0901 -0.1992 -0.03
C -0.6886 0.3131 1.2715 -0.44
C 0.1712 -0.8441 1.8447 -0.07
O -0.4910 -1.5230 2.9071 -0.54
C -0.4105 -2.9300 2.7422 -0.06
C 1.0089 -3.5109 2.9626 -0.66
C 0.1570 -0.0139 -1.1012 -0.02
O 1.2095 0.6908 -0.4749 -0.54
C 2.4160 0.6568 -1.2216 -0.10
C 3.5152 1.3026 -0.3261 -0.07
O 4.4070 0.3275 0.1580 -0.54
C 4.4131 0.1637 1.5690 -0.06
C 5.8981 0.1810 2.0556 -0.64
C -0.2643 0.9271 -2.2745 0.73
O -0.0853 0.8171 -3.4408 -0.50
N -0.9270 2.0172 -1.5785 -0.77
C -1.9599 1.3041 -0.7977 0.07
N -2.5791 2.0612 0.2942 -0.60
C -2.6975 3.2749 0.0540 0.89
O -2.9814 4.3710 -0.1532 -0.43
P -3.2927 0.8565 -2.0711 0.18
P -3.4250 2.4333 -3.5611 2.06
O -4.2161 3.5804 -3.0900 -1.06
O -4.2424 1.7543 -4.8264 -0.96
O -1.9937 2.9228 -4.1864 -0.96
H -4.4152 -2.5073 -0.4531 0.19
H -4.9660 -1.5976 1.1186 0.21
H -2.7224 -1.3425 1.7655 0.22
H -1.1020 -2.1170 -0.1952 0.22
H -2.2790 -1.4514 -1.2987 0.21
H -1.5634 0.3795 1.9250 0.25
H -0.1790 1.2729 1.3873 0.23
H 0.5304 -1.5208 1.0617 0.17
H 1.0764 -0.3779 2.2642 0.18
H -1.1128 -3.3573 3.4664 0.19
H -0.7682 -3.2569 1.7559 0.16
H 1.0555 -4.2284 3.7863 0.22
H 1.7802 -2.7443 3.0674 0.22
H 1.2815 -4.0898 2.0682 0.20
H 0.3961 -1.0516 -1.3508 0.20
H 2.3619 1.2523 -2.1437 0.17
H 2.7641 -0.3584 -1.4468 0.19
H 2.9888 1.8659 0.4534 0.18
H 4.0478 2.0451 -0.9376 0.18
H 3.9436 -0.7893 1.8463 0.17
H 3.8973 0.9656 2.1068 0.17
H 6.5512 0.2670 1.1853 0.23
H 6.0754 1.0559 2.6883 0.21
H 6.1262 -0.7358 2.6038 0.21
H -0.3261 2.6416 -1.0547 0.41
H -2.7889 -0.2582 -2.7938 0.00
H -3.7080 1.0699 -5.2485 0.49
H -1.8026 2.4392 -4.9964 0.50

47
Properties=species:S:1:pos:R:3:nbo_charge:R:1 method="wB97M-V/def2-TZVPD" max_force_ev_per_a=3.7 smiles="CCCCCCOC(=O)C[C@H]1C[C@H](C(C)=O)C1(C)C" e_homo_ev=-9.33 e_above_lowest_ev=2.675
C 4.3090 5.2595 2.1831 -0.60
C 4.0417 3.6805 2.2336 -0.39
C 4.2983 2.9295 0.9042 -0.41
C 2.9363 2.4290 0.3358 -0.39
C 3.0577 1.9462 -1.0943 -0.43
C 1.8176 1.3297 -1.6407 -0.08
O 1.4984 0.1461 -0.8652 -0.52
C 0.5018 0.2528 0.0279 0.79
O -0.0262 1.3021 0.2428 -0.60
C -0.1662 -0.9649 0.6490 -0.49
C -0.9834 -1.8588 -0.3099 -0.21
C -1.4142 -3.1071 0.4659 -0.40
C -2.9249 -2.9415 0.2444 -0.34
C -3.6173 -4.1407 -0.4052 0.60
C -5.1582 -4.2022 -0.5086 -0.71
O -3.0073 -5.1825 -0.4769 -0.55
C -2.5444 -1.7192 -0.7394 0.04
C -2.7208 -2.1420 -2.1941 -0.63
C -3.2703 -0.4690 -0.2554 -0.61
H 3.7473 5.5975 1.3586 0.20
H 5.3875 5.5555 1.9654 0.20
H 3.9187 5.7676 3.1788 0.21
H 2.9157 3.6890 2.3841 0.20
H 4.5571 3.2543 3.0723 0.20
H 4.7907 1.9398 1.0330 0.20
H 4.9369 3.5254 0.2764 0.20
H 2.5737 1.6278 1.0545 0.21
H 2.2672 3.2979 0.3617 0.20
H 3.9195 1.1820 -1.2194 0.20
H 3.2678 2.8539 -1.7238 0.21
H 1.9425 1.0669 -2.7478 0.19
H 0.9973 2.0807 -1.8036 0.21
H -0.8111 -0.7830 1.4834 0.23
H 0.5396 -1.5879 1.1247 0.22
H -0.3873 -1.9768 -1.1926 0.20
H -0.9398 -3.9807 -0.0932 0.25
H -1.3334 -3.1261 1.5239 0.21
H -3.5981 -2.7188 1.1475 0.22
H -5.4638 -3.6932 -1.4149 0.22
H -5.6045 -3.7129 0.3554 0.22
H -5.5772 -5.1522 -0.6028 0.23
H -2.5179 -1.2437 -2.8484 0.22
H -3.7328 -2.5058 -2.4134 0.21
H -2.1125 -3.0389 -2.4400 0.23
H -3.1186 -0.1358 0.6968 0.21
H -4.3010 -0.5712 -0.4475 0.20
H -2.8913 0.2413 -0.8661 0.21

49
Properties=species:S:1:pos:R:3:lowdin_charge:R:1 method="wB97M-V/def2-TZVPD" max_force_ev_per_a=2.0 e_homo_ev=-3.53 charge=-1 e_above_lowest_ev=2.416
Lu -1.7433 -4.1110 0.0240 0.94
Cl -3.0717 -2.1228 -0.0569 0.01
C -1.6737 -4.3226 2.3032 -0.38
C -3.0694 -5.0299 -1.5890 -0.39
H -1.8175 -5.4293 2.3050 -0.06
H -0.6639 -3.9671 2.5692 -0.06
H -2.5329 -3.7049 2.6220 -0.06
H -3.0372 -6.0603 -1.1727 -0.07
H -2.4781 -4.8468 -2.5032 -0.05
H -4.0011 -4.4487 -1.4671 -0.07
Bi -0.0965 -1.4025 -0.5356 1.54
C -0.1504 -0.4563 -2.5980 -0.28
C 0.3174 -3.6762 -0.8364 -0.63
H 0.3808 -1.1678 -3.2188 -0.02
H -1.1455 -0.2352 -2.9228 -0.02
H 0.4448 0.4326 -2.4161 -0.01
H 0.3606 -4.0551 -1.8792 -0.09
H 1.0337 -3.8171 -0.0206 -0.11
C 2.8920 4.4706 0.6455 -0.07
C 2.5682 3.0096 0.6292 -0.29
C 3.5781 2.0520 0.8046 -0.07
C 3.2918 0.6841 0.7775 -0.30
C 4.4318 -0.2832 0.9863 -0.06
C 1.9703 0.2764 0.5807 -0.10
C 0.9005 1.2361 0.4410 -0.35
C 1.2473 2.6033 0.4545 -0.03
N -0.3778 0.8171 0.2115 -0.19
C -1.6010 1.6898 -0.0150 -0.63
C -1.8369 2.4186 1.2970 -0.06
C -1.4542 2.5332 -1.2717 -0.06
C -2.8893 0.9198 -0.2601 -0.16
H 3.3359 4.7534 1.5994 0.07
H 3.6062 4.7088 -0.1413 0.07
H 1.9824 5.0490 0.4918 0.07
H 4.6031 2.3879 0.9654 0.11
H 5.2119 -0.1469 0.2288 0.08
H 4.9237 -0.1153 1.9520 0.08
H 4.0965 -1.3191 0.9530 0.07
H 1.8337 -0.8333 0.6184 0.01
H 0.4363 3.3287 0.3117 0.08
H -0.9643 3.0064 1.5756 0.06
H -2.7302 3.0400 1.1872 0.08
H -2.0154 1.6645 2.0765 0.09
H -1.4514 1.8940 -2.1656 0.06
H -2.3325 3.1883 -1.3168 0.08
H -0.5415 3.1230 -1.2562 0.06
H -2.8839 0.3296 -1.1784 0.03
H -3.1690 0.3029 0.5911 0.02
H -3.7186 1.6315 -0.3807 0.08

69
Properties=species:S:1:pos:R:3:nbo_charge:R:1 method="wB97M-V/def2-TZVPD" max_force_ev_per_a=0.6 e_homo_ev=-11.13 charge=+1
C 0.1747 -3.2184 0.7109 -0.62
C 1.0974 -2.1621 1.3419 -0.42
C 1.3098 -0.9341 0.4679 -0.40
C 0.3340 0.2006 0.7360 -0.40
C 0.1874 0.6340 2.2042 -0.41
C -1.2653 0.7956 2.5986 -0.39
C -1.9637 -0.5638 2.7716 -0.43
C -3.2170 -0.6203 1.9450 -0.22
N -4.0085 -1.8635 2.2221 -0.53
C -5.1576 -2.0665 1.2472 0.05
O -4.7262 -2.7392 0.1509 -0.24
O -4.6112 -4.1514 0.3865 -0.41
H 0.7568 -4.0392 0.3165 0.23
H -0.4578 -3.6599 1.4758 0.19
H -0.4562 -2.8136 -0.0724 0.20
H 2.0598 -2.6269 1.5110 0.22
H 0.7316 -1.9035 2.3243 0.19
H 1.1531 -1.2517 -0.5595 0.21
H 2.3388 -0.5981 0.5080 0.21
H -0.6412 -0.0470 0.3230 0.17
H 0.6650 1.0693 0.1837 0.23
H 0.7034 -0.0302 2.8847 0.21
H 0.6482 1.6025 2.3249 0.22
H -1.7751 1.3421 1.8086 0.20
H -1.3778 1.3994 3.4911 0.22
H -2.2530 -0.6853 3.8126 0.21
H -1.2923 -1.3651 2.4806 0.22
H -2.9858 -0.5977 0.8878 0.23
H -3.8548 0.2311 2.1423 0.22
H -4.3939 -1.7891 3.1648 0.43
H -3.3869 -2.6735 2.1919 0.44
H -5.4708 -1.0906 0.9004 0.23
H -6.0012 -2.5235 1.7492 0.21
H -4.8960 -4.3248 1.3045 0.45
C 3.0875 -1.4576 5.4580 -0.50
Br 1.2485 -1.8079 4.9875 0.07
Br 3.6296 -2.5405 6.9422 0.12
Br 4.2986 -1.6822 3.9758 0.10
H 3.1395 -0.4270 5.7754 0.23
C 4.5176 2.7509 0.0715 -0.50
Br 4.6007 1.6331 -1.4932 0.10
Br 2.9176 3.8239 0.0932 0.09
Br 4.7028 1.7289 1.6910 0.10
H 5.3554 3.4301 0.0195 0.23
C 3.6573 4.5742 -3.9996 -0.51
Br 2.4721 5.6747 -2.9603 0.09
Br 2.6821 3.3574 -5.1219 0.09
Br 4.8997 5.6290 -5.0154 0.11
H 4.2302 3.9763 -3.3063 0.22
C 3.1077 4.1836 -9.0587 -0.51
Br 1.8472 5.2482 -8.0740 0.09
Br 2.2245 2.9487 -10.2379 0.09
Br 4.3833 5.2783 -9.9906 0.09
H 3.6578 3.5979 -8.3363 0.22
C 0.6473 -1.0636 -10.4654 -0.50
Br 0.8867 0.1726 -11.9160 0.10
Br 2.3085 -1.4287 -9.5699 0.09
Br -0.6988 -0.4492 -9.2357 0.09
H 0.2973 -1.9925 -10.8887 0.23
C -7.6883 -4.9588 3.6544 -0.50
Br -8.3794 -3.5537 2.5360 0.10
Br -5.7606 -4.8508 3.8156 0.04
Br -8.5219 -4.9736 5.3722 0.15
H -7.9082 -5.8980 3.1686 0.24
C 3.2597 4.3950 3.9171 -0.51
Br 2.9647 2.8192 4.9839 0.06
Br 1.7078 5.5270 3.8927 0.10
Br 4.8320 5.3402 4.4752 0.11
H 3.4258 4.0595 2.9038 0.22

80
Properties=species:S:1:pos:R:3:lowdin_charge:R:1 method="wB97M-V/def2-TZVPD" max_force_ev_per_a=8.3 smiles="CCOC(=O)C(F)(F)F.O=S1(=O)OCCO1.O=S1(=O)OCCO1.O=S1(=O)OCCO1.O=S1(=O)OCCO1.O=S1(=O)OCCO1.O=S1(=O)OCCO1" e_homo_ev=-11.12 e_above_lowest_ev=6.046
C 7.1300 0.9306 -1.4544 -0.07
C 8.4398 1.2686 -2.1734 -0.22
O 9.1680 0.0268 -2.2779 -0.02
C 10.1889 -0.1090 -3.2796 -0.19
O 10.2839 0.8285 -4.1579 0.09
C 10.9763 -1.4001 -3.2699 -0.55
F 10.5939 -2.1745 -2.3124 0.21
F 10.8289 -2.1241 -4.4319 0.13
F 12.3264 -1.2455 -3.2195 0.15
H 6.5338 0.1699 -1.9583 0.07
H 6.4763 1.8015 -1.5019 0.08
H 7.3623 0.4991 -0.4807 0.08
H 8.8608 2.1840 -1.7578 0.13
H 8.0920 1.6173 -3.1458 0.11
O -8.6833 4.3109 -7.8102 -0.26
S -8.9199 3.2001 -6.8412 0.73
O -10.1963 3.0263 -6.1840 -0.25
O -8.3223 1.7597 -7.4116 -0.22
C -7.7058 0.9649 -6.4049 -0.18
C -7.3540 1.8693 -5.2538 -0.11
O -7.7619 3.2471 -5.6813 -0.24
H -8.4596 0.2415 -6.0943 0.13
H -6.7968 0.5093 -6.7975 0.13
H -6.2819 2.0440 -5.1635 0.13
H -7.8444 1.6428 -4.3071 0.13
O -5.4891 -0.0562 6.0757 -0.24
S -5.8813 -0.6678 7.3552 0.73
O -4.9910 -0.6310 8.5200 -0.24
O -7.4133 -0.2450 7.7797 -0.19
C -8.0685 -1.2530 8.4393 -0.21
C -7.4376 -2.5180 7.8478 -0.18
O -6.2846 -2.2105 7.0794 -0.19
H -7.8721 -1.0933 9.4995 0.13
H -9.1319 -1.3319 8.2134 0.13
H -8.1933 -3.0783 7.2973 0.13
H -7.0215 -3.0943 8.6742 0.13
O 2.0652 5.7978 2.6823 -0.24
S 2.1105 5.0042 3.8877 0.76
O 3.2221 4.0389 4.0346 -0.24
O 1.8568 5.9548 5.1615 -0.23
C 0.4802 6.3501 5.3917 -0.13
C -0.2105 5.0355 5.0529 -0.24
O 0.5942 4.2417 4.2364 -0.20
H 0.3153 6.8897 6.3243 0.14
H 0.1801 7.0085 4.5765 0.12
H -1.2604 5.0446 4.7601 0.13
H -0.2849 4.4957 5.9970 0.12
O -2.6083 -0.4282 -3.0356 -0.30
S -2.1642 -0.6581 -1.6091 0.80
O -2.4238 -1.9596 -0.9849 -0.26
O -0.5499 -0.2351 -1.4263 -0.22
C -0.3865 0.9399 -0.6241 -0.15
C -1.7336 1.2034 0.0940 -0.19
O -2.7485 0.6764 -0.7355 -0.21
H 0.4109 0.6643 0.0659 0.14
H -0.1898 1.8001 -1.2640 0.13
H -1.9882 2.2533 0.2390 0.13
H -1.8148 0.7097 1.0623 0.13
O 0.3744 -2.2973 5.1132 -0.26
S 1.1855 -3.3144 4.3906 0.78
O 2.6366 -3.0617 4.1669 -0.27
O 1.0822 -4.7579 5.1981 -0.20
C 1.0166 -5.8127 4.2495 -0.19
C 0.3817 -5.2392 3.0055 -0.20
O 0.5036 -3.8296 2.9450 -0.19
H 1.9446 -6.3569 4.0742 0.13
H 0.3801 -6.4770 4.8340 0.13
H -0.7033 -5.3426 3.0149 0.13
H 0.8609 -5.7388 2.1636 0.13
O 4.8262 -3.2966 -4.8321 -0.25
S 4.7854 -2.5035 -6.0601 0.84
O 6.0465 -2.1204 -6.7452 -0.26
O 3.5876 -2.9674 -7.2098 -0.19
C 2.3423 -2.3633 -6.8946 -0.22
C 2.6580 -1.0411 -6.3458 -0.27
O 3.8481 -1.0852 -5.6458 -0.19
H 1.7200 -2.1530 -7.7645 0.14
H 1.8447 -2.8655 -6.0650 0.13
H 1.8868 -0.6967 -5.6568 0.14
H 2.7688 -0.4173 -7.2328 0.13